Computed, not measured: a cluster of 4 separate species, C30H41ClN2O5P3 in total in a non-equilibrium geometry, with ωB97M-V/def2-TZVPD.

Output
Highest occupied orbital energy   -10.832 eV
Kohn-Sham gap   5.6 eV
DFT total energy   -3137.1040 hartree
Charge   +1
Molecular weight   638.04 g/mol
Spin multiplicity   1

Each line ends with the Löwdin charge.
CARTESIAN COORDINATES (ANGSTROEM)
Cl  -4.620  -1.779  0.998  0.184
P  -2.484  -1.684  0.648  0.653
P  0.490  -0.742  -0.821  0.775
P  -4.476  3.864  2.950  0.721
O  -5.147  2.465  3.311  -0.374
O  -2.258  -2.655  -0.779  -0.419
O  4.821  0.818  1.618  -0.267
O  -5.760  5.070  3.180  -0.235
O  -3.117  4.272  3.972  -0.207
N  0.902  -1.723  0.399  -0.252
N  -0.629  0.579  -0.264  -0.186
C  -4.518  4.525  -3.064  -0.098
C  -1.670  -7.876  -2.697  -0.083
C  1.191  2.565  -1.095  -0.174
C  2.569  2.885  1.284  -0.196
C  3.172  -5.665  1.475  -0.091
C  -0.422  -7.453  -3.155  -0.084
C  -1.420  -6.489  -0.735  -0.110
C  -3.889  4.017  1.138  -0.210
C  -2.170  -7.393  -1.488  -0.087
C  4.121  3.346  1.614  -0.177
C  -2.772  2.886  0.684  -0.107
C  2.989  -3.359  2.171  -0.102
C  -1.970  0.152  0.369  -0.274
C  -4.018  5.590  -5.174  -0.081
C  -0.221  2.052  -0.436  -0.065
C  4.578  -4.823  3.251  -0.090
C  -2.326  4.285  -4.049  -0.100
C  -4.917  5.311  -4.144  -0.085
C  -1.282  3.255  0.036  0.069
C  -2.723  5.074  -5.127  -0.087
C  2.581  -4.408  1.347  -0.106
C  0.329  -6.553  -2.399  -0.089
C  -3.095  1.284  0.869  0.033
C  -0.169  -6.073  -1.189  -0.106
C  3.984  -3.567  3.126  -0.094
C  4.173  -5.871  2.424  -0.091
C  5.211  0.531  3.010  -0.116
C  5.247  2.189  1.266  -0.224
C  -3.221  4.014  -3.015  -0.110
C  2.533  2.226  -0.217  -0.216
H  5.750  -0.522  3.079  0.104
H  -0.946  4.374  -0.102  0.120
H  2.783  1.088  -0.105  0.096
H  -0.036  -7.825  -4.100  0.106
H  1.804  -4.246  0.605  0.046
H  -1.811  -6.109  0.205  0.098
H  -2.909  3.404  -2.171  0.062
H  1.303  -6.226  -2.754  0.103
H  -0.247  -1.421  -1.896  0.036
H  5.373  2.199  0.079  0.124
H  -2.023  5.288  -5.931  0.105
H  4.638  -6.849  2.520  0.104
H  1.131  3.724  -1.305  0.135
H  -2.253  -8.582  -3.283  0.107
H  -4.848  3.818  0.456  0.130
H  -2.823  5.187  3.628  0.099
H  1.768  3.718  1.470  0.110
H  2.322  2.016  2.063  0.123
H  -5.218  4.310  -2.261  0.091
H  0.535  -2.677  0.136  -0.026
H  2.530  -2.379  2.069  0.064
H  -3.523  5.112  0.862  0.125
H  -6.420  4.726  3.874  0.109
H  6.333  2.461  1.681  0.142
H  4.202  0.438  3.627  0.104
H  -5.928  5.708  -4.184  0.107
H  -3.143  -7.721  -1.132  0.105
H  -1.997  -3.581  -0.435  0.061
H  -4.139  1.001  1.331  0.081
H  3.449  2.708  -0.812  0.128
H  5.357  -4.985  3.992  0.103
H  0.418  -5.374  -0.599  0.068
H  4.296  -2.752  3.773  0.091
H  1.334  2.029  -2.150  0.123
H  5.893  1.347  3.503  0.102
H  1.657  -0.157  -1.495  0.035
H  4.240  3.734  2.732  0.124
H  -1.317  3.881  -4.014  0.093
H  -4.327  6.208  -6.013  0.107
H  4.345  4.268  0.926  0.115
H  2.853  -6.483  0.835  0.099

=====

Computed, not measured: a structure of composition C30H41CoN2O5SSi, with ωB97M-V/def2-TZVPD.

Output
Highest occupied orbital energy (spin up / spin down)   -7.510 / -8.151 eV
Kohn-Sham gap (spin up / spin down)   7.8 / 7.0 eV
DFT total energy   -3723.9432 hartree
Charge   0
Molecular weight   628.75 g/mol
Spin multiplicity   5
Relative energy (zero: lowest compared OMol25 entry of this formula, charge and spin)   4.97 kcal/mol

Each line ends with the Löwdin charge.
CARTESIAN COORDINATES (ANGSTROEM)
Co  0.081  -0.275  -0.213  0.775
S  -3.112  -1.287  0.794  0.608
Si  1.800  -2.326  -0.066  0.800
O  -3.381  -0.064  1.497  -0.292
O  -0.166  0.573  1.502  -0.130
O  1.398  1.182  -0.677  -0.083
O  -0.116  3.687  5.029  -0.062
O  -4.222  -1.957  0.158  -0.312
N  -1.890  -1.090  -0.251  -0.147
N  -0.943  -0.138  -2.015  0.018
C  -3.224  -0.760  -2.365  0.005
C  0.283  3.241  3.823  -0.274
C  -0.840  -5.138  4.872  -0.049
C  1.066  -3.554  1.137  -0.178
C  -2.629  -3.774  1.818  -0.059
C  4.256  -2.874  1.198  -0.094
C  -3.127  -0.268  -3.646  -0.057
C  3.447  -1.683  0.660  -0.645
C  -0.869  0.340  -3.259  -0.129
C  3.120  -0.753  1.836  -0.093
C  -2.085  -0.686  -1.541  -0.386
C  2.776  3.048  -0.714  0.007
C  -1.387  -4.175  3.854  -0.278
C  0.307  1.676  1.962  -0.306
C  -1.037  2.883  5.753  -0.067
C  -1.179  -2.807  3.975  -0.040
C  -1.938  0.295  -4.120  -0.074
C  2.167  -2.027  -2.903  -0.093
C  1.244  2.522  1.275  -0.103
C  2.815  -4.218  -1.904  -0.094
C  1.645  3.728  1.919  -0.024
C  1.194  4.091  3.145  -0.007
C  1.755  2.188  -0.012  -0.361
C  -1.687  -1.919  3.036  -0.050
C  -2.120  -4.646  2.764  -0.043
C  0.401  -3.607  -2.106  -0.096
C  1.810  -3.059  -1.832  -0.652
C  -2.407  -2.411  1.962  -0.288
C  4.284  -0.919  -0.368  -0.093
C  -0.139  2.070  3.251  0.063
H  3.393  3.654  -0.059  0.070
H  4.499  -3.598  0.419  0.069
H  -1.974  2.770  5.204  0.100
H  -0.613  -2.426  4.818  0.113
H  4.044  -0.472  2.354  0.092
H  3.187  -1.654  -2.793  0.065
H  3.717  -3.397  1.990  0.074
H  1.500  5.012  3.620  0.117
H  -2.296  -5.711  2.660  0.117
H  -1.220  3.405  6.687  0.092
H  0.084  0.769  -3.544  0.114
H  0.128  -4.397  -1.404  0.077
H  -0.195  -4.632  5.589  0.073
H  -0.358  -2.825  -2.039  0.057
H  -0.617  1.896  5.959  0.096
H  -1.858  0.688  -5.122  0.099
H  2.326  4.396  1.413  0.103
H  2.619  -4.976  -1.142  0.076
H  -4.135  -1.191  -1.984  0.097
H  2.251  3.705  -1.411  0.102
H  -3.217  -4.134  0.985  0.115
H  5.200  -2.515  1.623  0.088
H  3.707  -0.121  -0.837  0.060
H  -1.649  -5.618  5.426  0.083
H  1.172  -3.199  2.162  0.029
H  -0.858  1.413  3.718  0.108
H  -3.992  -0.320  -4.295  0.110
H  3.844  -3.873  -1.787  0.068
H  3.414  2.391  -1.302  0.083
H  4.663  -1.576  -1.154  0.070
H  1.577  -4.520  1.061  0.045
H  2.462  -1.228  2.568  0.078
H  0.006  -3.717  0.947  0.017
H  2.741  -4.710  -2.881  0.087
H  2.632  0.164  1.506  0.051
H  -1.534  -0.852  3.125  0.092
H  0.361  -4.029  -3.116  0.089
H  1.492  -1.173  -2.876  0.049
H  -0.261  -5.928  4.391  0.080
H  2.084  -2.486  -3.895  0.089
H  5.153  -0.467  0.126  0.089

=====

Computed, not measured: a cluster of 4 separate species, C30H41F3O10S3 in total in a non-equilibrium geometry, with ωB97M-V/def2-TZVPD.

Output
Highest occupied orbital energy   -8.364 eV
Kohn-Sham gap   8.8 eV
DFT total energy   -3414.3130 hartree
Charge   0
SMILES   Cc1cccc(C[C@@](O)(COC(F)(F)F)OC(=O)c2ccccc2)c1.O=S1(=O)CCCC1.O=S1(=O)CCCC1.O=S1(=O)CCCC1
Molecular weight   714.84 g/mol
Spin multiplicity   1
Relative energy (zero: lowest compared OMol25 entry of this formula, charge and spin)   0.00 kcal/mol

Each line ends with the Löwdin charge.
CARTESIAN COORDINATES (ANGSTROEM)
S  -0.860  3.360  -4.676  0.672
S  2.853  -2.551  5.771  0.669
S  -5.834  -1.656  -1.949  0.659
F  0.019  -1.714  1.980  0.171
F  -0.683  -2.200  0.011  0.176
F  -1.559  -0.564  1.106  0.164
O  2.825  1.195  0.485  0.077
O  4.130  -2.078  6.238  -0.312
O  3.449  -0.388  1.874  0.166
O  -6.195  -0.265  -1.841  -0.322
O  0.217  2.929  -3.827  -0.319
O  1.480  3.092  0.483  0.049
O  0.502  -0.393  0.270  0.092
O  -5.883  -2.340  -3.215  -0.323
O  1.651  -1.781  5.984  -0.331
O  -1.737  2.373  -5.250  -0.316
C  2.841  -1.636  -2.513  -0.070
C  0.730  0.076  -3.080  -0.003
C  2.570  -5.129  5.150  -0.215
C  1.845  -2.061  -3.369  -0.056
C  -0.897  5.802  -5.748  -0.212
C  2.600  -4.222  6.387  -0.220
C  -4.535  -2.174  0.268  -0.227
C  2.342  1.381  2.903  -0.140
C  -1.835  4.606  -3.838  -0.223
C  2.995  -2.991  4.044  -0.232
C  1.087  1.197  4.975  -0.050
C  -6.763  -2.587  -0.721  -0.221
C  2.768  -0.370  -1.940  -0.038
C  0.791  -1.191  -3.657  -0.258
C  -4.226  -1.889  -1.198  -0.234
C  2.545  2.740  3.136  -0.033
C  0.352  1.011  0.485  -0.049
C  -0.410  -1.187  0.834  -0.725
C  2.027  3.305  4.292  -0.069
C  3.424  -4.454  4.068  -0.214
C  -5.728  -3.141  0.266  -0.213
C  -0.238  4.436  -5.974  -0.213
C  1.305  2.549  5.212  -0.064
C  1.616  0.626  3.824  -0.020
C  -1.190  5.927  -4.246  -0.219
C  1.716  0.510  -2.200  -0.180
C  -0.310  -1.651  -4.589  -0.041
C  1.585  1.767  0.026  -0.470
C  2.891  0.652  1.728  -0.426
C  1.688  1.866  -1.486  -0.038
H  0.555  0.564  5.663  0.099
H  3.436  -4.458  7.043  0.103
H  1.466  -0.426  3.642  0.094
H  1.543  -5.230  4.792  0.116
H  1.007  3.121  1.323  0.092
H  -2.854  4.527  -4.213  0.110
H  -1.833  5.858  -6.307  0.117
H  -4.809  -1.248  0.777  0.121
H  -0.256  6.608  -6.102  0.114
H  1.903  -3.052  -3.793  0.103
H  -1.228  -1.753  -4.016  0.074
H  3.706  -2.326  3.562  0.098
H  -3.758  -2.746  -1.681  0.109
H  2.179  4.353  4.498  0.104
H  -0.478  1.377  -0.117  0.155
H  -6.158  -3.253  1.261  0.113
H  3.552  -0.072  -1.265  0.107
H  2.011  -2.874  3.592  0.097
H  -5.396  -4.128  -0.061  0.117
H  3.673  -2.274  -2.258  0.101
H  2.933  -6.127  5.389  0.112
H  0.923  3.001  6.113  0.103
H  -0.118  0.679  -3.341  0.093
H  -3.671  -2.596  0.779  0.108
H  0.845  4.485  -5.870  0.106
H  -0.062  -2.622  -5.000  0.068
H  0.109  1.246  1.520  0.139
H  2.625  2.372  -1.708  0.142
H  -7.319  -3.371  -1.228  0.101
H  -3.624  -0.997  -1.355  0.104
H  3.109  3.334  2.434  0.123
H  -0.257  6.072  -3.696  0.120
H  1.670  -4.250  6.949  0.100
H  -7.453  -1.896  -0.241  0.103
H  0.906  2.507  -1.863  0.094
H  4.482  -4.526  4.330  0.120
H  -0.498  4.001  -6.936  0.104
H  3.287  -4.921  3.094  0.117
H  -1.813  4.419  -2.766  0.108
H  -0.457  -0.941  -5.397  0.078
H  -1.842  6.772  -4.029  0.115